# 1
A structure of composition C2H5N3O, computed with the ωB97M-V functional and the def2-TZVPD basis.

ORCA input file:
```
! RIJCOSX wB97M-V def2-TZVPD def2/J DEFGRID3
* xyz 0 1
C 1.26 -0.28 0.19
C -0.02 0.35 -0.04
N -0.38 -1.22 0.30
N -0.85 1.39 0.25
N 0.88 0.23 -1.15
O 2.25 -0.46 0.83
H -0.97 -1.68 -0.38
H -0.54 -1.47 1.27
H -1.55 1.63 -0.45
H -0.71 1.86 1.13
H 0.64 -0.35 -1.95
*
```

Computed properties:
Kohn-Sham gap: 0.3554 Eh
HOMO: -9.018 eV
Strongest force on any atom: 3.068 eV Å⁻¹
ΔE to the lowest compared entry with this formula, charge and spin: 94.04 kcal per mole

Atomic partial charges in e from the Löwdin method, atoms 1 to 5: -0.452, -0.465, 0.111, 0.124, 0.149

# 2
The molecule C2H5N3O, computed with the ωB97M-V functional and the def2-TZVPD basis.

ORCA input file:
```
! RIJCOSX wB97M-V def2-TZVPD def2/J DEFGRID3
* xyz 0 1
C -0.71 0.18 -0.06
C 0.73 -0.22 -0.01
H -2.54 -0.78 0.00
H -1.10 -1.74 -0.36
H -0.43 1.97 -0.40
H 2.47 0.71 0.44
H 1.07 1.52 0.66
N -1.58 -0.88 0.24
N -1.16 1.36 -0.12
N 1.49 0.85 0.03
O 1.14 -1.34 -0.13
*
```

Computed properties:
Kohn-Sham gap: 0.3791 Eh
HOMO: -9.769 eV
Structure (SMILES): [H]/N=C(/N)C(N)=O
Strongest force on any atom: 5.542 eV Å⁻¹
ΔE to the lowest compared entry with this formula, charge and spin: 27.38 kcal per mole

Atomic partial charges in e from the Löwdin method, atoms 1 to 5: -0.446, -0.554, 0.073, 0.172, 0.024